<w>
Formula: C3H5N3O
Source: the OMol25 dataset
Level of theory: ωB97M-V/def2-TZVPD

Values from the calculation:
Structure (SMILES): Nc1nc(O)c[nH]1
HOMO: -7.38 eV
LUMO: 0.76 eV

Each line ends with the Mulliken charge.
Geometry (Å):
N -2.04145 -0.49290 0.82696  -0.50
C -0.72290 -0.18946 0.52063  0.21
N 0.34288 -0.83437 0.91320  -0.55
C 1.36253 -0.17369 0.25247  0.56
O 2.11510 -0.96206 -0.59342  -0.48
C 0.94208 0.98010 -0.32184  -0.60
N -0.43625 0.92354 -0.22694  -0.09
H -2.11862 -1.39422 1.27713  0.28
H -2.64924 -0.43628 0.01809  0.24
H 2.79342 -0.44360 -1.02028  0.30
H 1.48948 1.66764 -0.94118  0.37
H -1.03289 1.34741 -0.91891  0.25


<x>
Formula: C3H5N3O
Source: the OMol25 dataset
Level of theory: ωB97M-V/def2-TZVPD

Values from the calculation:
HOMO: -7.47 eV
LUMO: 0.79 eV

Each line ends with the Mulliken charge.
Geometry (Å):
N -0.38027 1.60590 1.05341  -0.50
C -0.17116 0.50972 0.24816  0.20
C -0.26570 -0.78808 0.60430  -0.62
N -0.39913 -1.55192 -0.64995  -0.46
C 0.66994 -0.76564 -1.16466  0.87
O 1.80052 -1.04950 -0.86985  -0.51
N 0.14945 0.58598 -1.13883  -0.39
H -0.61724 2.47076 0.59742  0.25
H -0.99766 1.37374 1.82148  0.25
H -0.40879 -1.20442 1.58816  0.33
H -0.11942 -2.52437 -0.61386  0.29
H 0.73945 1.33784 -1.47578  0.30


What should be chosen as the least stable of them? Choose <x>.


<w>
Formula: C3H5N3O
Source: the OMol25 dataset
Level of theory: ωB97M-V/def2-TZVPD

Values from the calculation:
HOMO: -8.69 eV
LUMO: -0.18 eV

Each line ends with the Mulliken charge.
Geometry (Å):
C 1.16044 -0.78241 -0.15049  -0.22
C 0.88282 -0.22406 1.13262  -0.38
C -0.26916 0.63737 0.90301  0.52
H -0.78595 -1.14310 -2.81445  0.24
H 0.09163 0.35198 -2.77219  0.25
H 1.92142 -1.51745 -0.43723  0.36
H 1.88337 -0.15581 1.87622  0.23
H -1.99118 1.23918 2.08559  0.40
N -0.02624 -0.62667 -2.42677  -0.52
N 0.00138 -0.54481 -0.94084  0.49
N -0.92120 0.18053 -0.16804  -0.77
O -0.64268 1.29707 1.93760  -0.58


<x>
Formula: C3H5N3O
Source: the OMol25 dataset
Level of theory: ωB97M-V/def2-TZVPD

Values from the calculation:
Structure (SMILES): Nc1conc1N
HOMO: -9.23 eV
LUMO: 0.76 eV

Each line ends with the Mulliken charge.
Geometry (Å):
N 0.43412 1.76577 -0.09746  -0.65
C 0.54423 0.35470 -0.08821  0.44
C 1.67198 -0.38153 -0.24124  -0.34
O 1.40863 -1.68595 -0.12529  -0.16
N 0.05041 -1.85801 0.07229  -0.50
C -0.45848 -0.65367 0.10618  0.28
N -1.81092 -0.45705 0.36557  -0.52
H -0.43212 2.07135 -0.52745  0.25
H 0.44725 2.14445 0.84538  0.25
H 2.70304 -0.10829 -0.41765  0.44
H -2.26154 0.15480 -0.30352  0.24
H -2.29659 -1.34656 0.41140  0.28


What should be chosen as the least stable of them? Choose <w>.


<w>
Formula: C21H31BrN4O2
Source: the OMol25 dataset
Level of theory: ωB97M-V/def2-TZVPD

Values from the calculation:
Structure (SMILES): CCN1CCC[C@@H]1CN1C[C@H](C(=O)Nc2ccc(Br)cc2NC(C)C)CC1=O
HOMO: -8.22 eV
LUMO: 0.32 eV

Each line ends with the Mulliken charge.
Geometry (Å):
C -3.15584 1.24223 -6.83810  -1.41
C -2.25824 1.06128 -5.62739  -0.34
N -2.67781 -0.03899 -4.77307  0.02
C -2.47821 -1.34245 -5.39001  -0.61
C -2.65472 -2.32094 -4.23817  -0.77
C -2.13920 -1.54132 -3.01242  -0.55
C -1.97810 -0.08254 -3.48862  0.37
C -2.57197 0.96326 -2.54905  -1.47
N -1.73248 1.29293 -1.42216  0.40
C -1.29772 0.33440 -0.42846  -0.74
C -0.26142 1.11152 0.41752  0.88
C -0.39564 0.75127 1.88703  -0.17
O -1.39169 1.02643 2.52187  -0.66
N 0.65418 0.02877 2.38719  -0.20
C 0.75043 -0.56996 3.66458  0.12
C -0.35474 -0.97868 4.38630  -0.59
C -0.20153 -1.64843 5.59317  -0.69
C 1.07542 -1.90702 6.04505  -0.46
Br 1.31834 -2.84602 7.67045  -0.22
C 2.19808 -1.48205 5.35462  -0.36
C 2.05096 -0.78355 4.15887  0.91
N 3.12996 -0.32962 3.40666  -0.25
C 4.50542 -0.48368 3.86405  0.11
C 4.85580 0.44797 5.02308  -1.29
C 5.43405 -0.25235 2.68150  -1.58
C -0.57337 2.58383 0.14556  -0.83
C -1.36618 2.57889 -1.14860  0.45
O -1.65112 3.54879 -1.82014  -0.69
H -2.85033 2.12038 -7.40727  0.44
H -3.11205 0.38315 -7.50838  0.33
H -4.19045 1.37631 -6.52032  0.32
H -1.21398 0.90159 -5.95608  0.35
H -2.26143 1.97936 -5.03961  0.33
H -3.18981 -1.50779 -6.19778  0.38
H -1.45928 -1.41851 -5.81348  0.33
H -3.70829 -2.57216 -4.12133  0.33
H -2.10822 -3.24900 -4.39992  0.32
H -2.85137 -1.59909 -2.18782  0.20
H -1.19123 -1.94144 -2.65336  0.40
H -0.90370 0.14406 -3.63079  0.05
H -2.72765 1.90722 -3.06714  0.42
H -3.55224 0.60623 -2.21008  0.23
H -2.13123 0.00165 0.19964  0.24
H -0.85044 -0.54228 -0.89637  0.17
H 0.74034 0.87643 0.05185  0.37
H 1.40408 -0.18675 1.74937  0.43
H -1.34163 -0.77367 4.00129  0.47
H -1.06541 -1.96834 6.15673  0.41
H 3.17753 -1.67964 5.76183  0.35
H 2.97261 0.57455 2.98257  0.41
H 4.61371 -1.52247 4.18569  0.39
H 5.87268 0.26599 5.37299  0.37
H 4.79263 1.48809 4.69346  0.33
H 4.17524 0.32095 5.86440  0.41
H 6.47336 -0.39152 2.97887  0.41
H 5.20622 -0.94069 1.86822  0.38
H 5.33138 0.77101 2.30916  0.37
H -1.19607 3.00802 0.93390  0.32
H 0.31237 3.20433 0.02841  0.38


<x>
Formula: C21H31BrN4O2
Source: the OMol25 dataset
Level of theory: ωB97M-V/def2-TZVPD

Values from the calculation:
Structure (SMILES): CCN1CCC[C@@H]1CN1C[C@H](C(=O)Nc2ccc(Br)cc2NC(C)C)CC1=O
HOMO: -8.26 eV
LUMO: 0.38 eV

Each line ends with the Mulliken charge.
Geometry (Å):
C -5.21200 5.38120 1.54996  -1.43
C -4.39466 4.13952 1.23341  -0.28
N -3.71817 3.60062 2.40137  -0.05
C -4.63700 3.09656 3.41626  -0.61
C -3.73886 2.30415 4.35841  -0.85
C -2.61426 1.77511 3.44770  -0.48
C -2.84112 2.47245 2.09593  0.51
C -1.54116 2.92878 1.44239  -1.67
N -0.66017 1.82064 1.14113  0.46
C -0.83650 0.97972 -0.02764  -1.10
C 0.51059 0.25020 -0.15400  0.85
C 0.35370 -1.15568 -0.70464  -0.14
O -0.47352 -1.92485 -0.26054  -0.65
N 1.23771 -1.48086 -1.69400  -0.22
C 1.31277 -2.72085 -2.37660  0.24
C 0.18210 -3.43770 -2.72251  -0.48
C 0.28643 -4.61339 -3.45291  -0.72
C 1.54270 -5.03691 -3.83791  -0.41
Br 1.71834 -6.62641 -4.85544  -0.22
C 2.69081 -4.34402 -3.49323  -0.41
C 2.59298 -3.17784 -2.73647  0.78
N 3.69874 -2.41392 -2.36774  -0.22
C 5.06057 -2.91315 -2.54189  0.14
C 5.38923 -4.07187 -1.60242  -1.29
C 6.02291 -1.75265 -2.33698  -1.57
C 1.04238 0.24860 1.28417  -0.93
C 0.39911 1.47031 1.91864  0.57
O 0.75235 2.02319 2.93972  -0.68
H -5.61206 5.81325 0.63219  0.45
H -6.05546 5.15559 2.20232  0.33
H -4.58863 6.12853 2.04205  0.34
H -5.04534 3.36857 0.78027  0.37
H -3.64212 4.39598 0.48610  0.26
H -5.16042 3.91219 3.91347  0.39
H -5.39603 2.43728 2.95625  0.35
H -3.32919 2.96353 5.12280  0.33
H -4.28319 1.50794 4.86433  0.32
H -1.63196 2.02874 3.84455  0.19
H -2.64970 0.69159 3.33504  0.38
H -3.36057 1.77632 1.40921  0.14
H -1.73203 3.47331 0.51438  0.36
H -1.01570 3.59145 2.13074  0.27
H -1.64299 0.25443 0.10953  0.32
H -1.06059 1.58924 -0.90622  0.30
H 1.17871 0.84280 -0.78370  0.40
H 1.86282 -0.75876 -2.01680  0.45
H -0.78652 -3.07375 -2.41458  0.44
H -0.59447 -5.17718 -3.72162  0.41
H 3.65164 -4.72640 -3.80121  0.34
H 3.57423 -1.96805 -1.46783  0.39
H 5.14691 -3.24632 -3.57855  0.35
H 6.38330 -4.46928 -1.81196  0.37
H 5.37622 -3.72562 -0.56593  0.31
H 4.66957 -4.88487 -1.69461  0.42
H 7.05340 -2.08021 -2.47323  0.41
H 5.81512 -0.94586 -3.03899  0.38
H 5.93358 -1.35834 -1.32084  0.37
H 0.68971 -0.63413 1.82326  0.37
H 2.12578 0.29711 1.36539  0.35


What should be chosen as the least stable of them? Choose <w>.


<w>
Formula: C3H4N2OS
Source: the OMol25 dataset
Level of theory: ωB97M-V/def2-TZVPD

Values from the calculation:
Structure (SMILES): CN(O)C(=S)C#N
HOMO: -9.42 eV
LUMO: -0.51 eV

Each line ends with the Mulliken charge.
Geometry (Å):
C 0.02004 1.12259 -0.82597  -0.79
C -0.03031 -1.11492 0.58462  0.41
C 0.14651 -1.75946 -0.70608  0.13
H 0.24633 0.59918 -1.84782  0.31
H 0.94645 1.75727 -0.55943  0.29
H -0.75579 1.89886 -0.73179  0.30
H -0.40283 0.41864 2.10971  0.23
N 0.02177 0.22629 0.31900  0.23
N 0.41001 -2.22879 -1.71966  -0.35
O -0.30738 1.01591 1.42911  -0.36
S -0.29479 -1.93557 1.94833  -0.39


<x>
Formula: C3H4N2OS
Source: the OMol25 dataset
Level of theory: ωB97M-V/def2-TZVPD

Values from the calculation:
Structure (SMILES): SCc1nnco1
HOMO: -9.64 eV
LUMO: 0.50 eV

Each line ends with the Mulliken charge.
Geometry (Å):
C 1.27793 0.43842 -0.08504  -0.61
C -0.06539 -0.25057 0.26706  0.55
C -2.22662 -0.55237 0.57936  0.10
H 2.69835 1.43096 -1.52085  0.10
H 1.41548 1.48567 0.35506  0.29
H 2.03610 -0.24452 0.03093  0.38
H -3.43147 -0.68800 0.24528  0.30
N -0.31987 -1.43252 0.85834  -0.38
N -1.63823 -1.53388 1.02425  -0.30
O -1.32936 0.32193 0.08031  -0.30
S 1.58308 1.02488 -1.83471  -0.14


What should be chosen as the least stable of them? Choose <w>.